# 1
Here is a 2-piece molecular cluster, C19H31 overall at a distorted geometry from the Open Molecules 2025 dataset. Energies are from the ωB97M-V functional and the def2-TZVPD basis.

Computed properties:
gap between HOMO and LUMO = 0.230 Ha
total charge = +1
HOMO = -11.94 eV
LUMO = -0.2087 hartree
DFT total energy = -20198.254 eV

```
50
C19H31 | the Open Molecules 2025 dataset | the ωB97M-V functional and the def2-TZVPD basis
C 1.619 -1.520 -1.541
C 2.490 -0.904 -0.446
C 3.962 -1.164 -0.772
C 2.265 0.608 -0.410
C 2.175 -1.572 0.925
C 0.814 -1.318 1.576
C 0.615 -0.007 2.307
C -0.177 -2.228 1.531
H 0.555 -1.349 -1.341
H 1.868 -1.063 -2.507
H 1.797 -2.599 -1.615
H 4.619 -0.723 -0.013
H 4.174 -2.239 -0.824
H 4.227 -0.721 -1.739
H 2.878 1.083 0.366
H 2.558 1.036 -1.377
H 1.212 0.856 -0.239
H 2.315 -2.658 0.792
H 2.952 -1.227 1.630
H 1.547 0.572 2.357
H -0.146 0.618 1.806
H 0.266 -0.173 3.339
H -1.157 -2.044 1.954
H -0.028 -3.177 1.008
C -2.506 -0.658 3.511
C -2.471 -2.134 3.578
C -3.571 -3.002 3.421
C -3.682 -4.185 4.238
C -2.758 -4.412 5.399
C -4.680 -5.113 3.985
C -5.632 -4.920 2.981
C -6.656 -5.973 2.694
C -5.620 -3.706 2.284
C -4.642 -2.738 2.494
C -4.735 -1.468 1.714
H -1.747 -0.249 4.192
H -2.271 -0.274 2.508
H -3.475 -0.239 3.814
H -1.557 -2.549 4.014
H -3.003 -5.373 5.872
H -1.706 -4.444 5.088
H -2.862 -3.633 6.170
H -4.720 -6.024 4.590
H -7.300 -5.662 1.869
H -6.179 -6.921 2.418
H -7.288 -6.178 3.568
H -6.397 -3.520 1.539
H -5.547 -1.556 0.983
H -4.970 -0.598 2.342
H -3.813 -1.253 1.160
```

# 2
Here is a 5-piece molecular cluster, C21H37NO4 overall at a distorted geometry from the Open Molecules 2025 dataset. Energies are from the ωB97M-V functional and the def2-TZVPD basis.

Computed properties:
gap between HOMO and LUMO (spin up / spin down) = 0.321 / 0.096 Ha
spin multiplicity = 2
total charge = +1
HOMO (spin up / spin down) = -11.38 / -11.38 eV
LUMO (spin up / spin down) = -0.0969 / -0.3219 hartree
DFT total energy = -32044.276 eV

```
63
C21H37NO4 | the Open Molecules 2025 dataset | the ωB97M-V functional and the def2-TZVPD basis
C 0.983 -1.111 -3.656
C 1.467 -1.467 -2.273
C 0.100 -1.774 -1.523
O -0.814 -0.918 -2.170
C -0.495 -0.823 -3.543
H 1.111 -1.878 -4.420
H 1.408 -0.148 -3.938
H 1.970 -0.603 -1.838
H 2.196 -2.277 -2.291
H 0.175 -1.473 -0.478
H -0.236 -2.797 -1.695
H -0.728 0.089 -4.093
H -0.986 -1.706 -3.952
C 1.939 2.975 -3.188
C 1.509 2.918 -1.762
C 0.080 2.764 -1.766
O -0.334 3.457 -2.888
C 0.733 3.601 -3.820
H 2.208 1.986 -3.559
H 2.840 3.584 -3.257
H 1.774 3.789 -1.164
H 1.992 2.066 -1.282
H -0.336 3.053 -0.801
H -0.229 1.739 -1.971
H 0.977 4.663 -3.836
H 0.524 3.162 -4.796
C -2.546 -3.310 3.353
C -2.013 -4.702 3.047
C -0.592 -4.409 2.458
O -0.555 -2.951 2.305
C -1.853 -2.506 2.258
H -2.225 -2.902 4.311
H -3.621 -3.258 3.182
H -2.670 -5.296 2.411
H -1.862 -5.138 4.035
H -0.359 -4.939 1.535
H 0.241 -4.619 3.129
H -2.300 -2.693 1.281
H -1.863 -1.425 2.396
C 3.029 0.269 1.188
C 3.863 1.513 1.399
C 2.933 2.568 1.982
O 1.658 2.002 1.647
C 1.705 0.611 1.864
H 3.505 -0.658 1.508
H 2.884 0.365 0.112
H 4.338 1.826 0.469
H 4.646 1.427 2.152
H 3.142 3.477 1.418
H 3.029 2.734 3.055
H 0.863 0.076 1.425
H 1.728 0.245 2.891
N -4.272 -0.110 0.359
C -2.923 -0.040 0.035
C -1.988 0.647 0.746
C -2.358 1.483 1.771
C -3.717 1.445 2.114
C -4.617 0.550 1.507
H -2.705 -0.611 -0.856
H -0.931 0.678 0.525
H -1.669 2.147 2.272
H -4.079 2.012 2.958
H -5.673 0.621 1.719
```

# 3
Here is C13H24O7P2PdSbSeTe as an isolated structure at a distorted geometry from the Open Molecules 2025 dataset. Energies are from the ωB97M-V functional and the def2-TZVPD basis.

Computed properties:
gap between HOMO and LUMO = 0.274 Ha
energy above the lowest of the compared OMol25 structures with the same formula, charge and spin = 0.868 eV
total charge = +1
HOMO = -11.48 eV
LUMO = -0.1482 hartree
DFT total energy = -129437.471 eV

```
50
C13H24O7P2PdSbSeTe | the Open Molecules 2025 dataset | the ωB97M-V functional and the def2-TZVPD basis
Pd 0.393 0.105 0.642
C -2.945 -1.491 3.975
C -1.618 -1.617 3.234
O -0.890 -2.774 3.673
P -0.451 -0.292 3.717
O 0.003 -0.666 5.179
O -1.248 1.057 3.950
O 0.673 -0.107 2.757
P -1.887 -1.638 1.407
O -2.629 -3.052 1.279
O -2.712 -0.491 0.969
O -0.511 -1.802 0.756
H -2.775 -1.424 5.051
H -3.542 -2.381 3.782
H -3.501 -0.618 3.636
H -1.041 -3.511 3.069
H 0.330 -1.576 5.260
H -1.512 1.211 4.867
H -3.377 -3.039 0.669
C 1.563 0.450 -3.037
Te 0.159 -0.530 -1.765
C 1.585 -2.111 -1.727
C 2.400 -1.912 -2.980
C 3.177 -2.946 -3.495
C 3.937 -2.745 -4.633
C 3.924 -1.510 -5.270
C 3.151 -0.479 -4.765
C 2.389 -0.673 -3.617
H 2.151 1.153 -2.448
H 1.015 0.997 -3.803
H 1.047 -3.055 -1.702
H 2.171 -2.015 -0.814
H 3.182 -3.910 -3.003
H 4.535 -3.554 -5.030
H 4.512 -1.354 -6.164
H 3.136 0.482 -5.265
Se 1.746 2.047 0.299
C -2.422 2.532 1.244
Sb -0.576 2.871 0.271
C -1.109 3.051 -1.769
C -0.231 4.877 0.861
H -3.000 3.405 0.940
H -2.263 2.526 2.319
H -2.857 1.592 0.920
H -1.799 3.887 -1.876
H -1.596 2.148 -2.135
H -0.197 3.244 -2.331
H -1.043 5.521 0.529
H 0.713 5.200 0.427
H -0.157 4.918 1.946
```

# 4
Here is C10Cl11FeN2SbSe4 as an isolated structure from the Open Molecules 2025 dataset. Energies are from the ωB97M-V functional and the def2-TZVPD basis.

Computed properties:
gap between HOMO and LUMO (spin up / spin down) = 0.217 / 0.191 Ha
energy above the lowest of the compared OMol25 structures with the same formula, charge and spin = 2.444 eV
spin multiplicity = 5
total charge = -2
HOMO (spin up / spin down) = -3.03 / -3.49 eV
LUMO (spin up / spin down) = 0.1062 / 0.0627 hartree
DFT total energy = -453407.741 eV

```
29
C10Cl11FeN2SbSe4 | the Open Molecules 2025 dataset | the ωB97M-V functional and the def2-TZVPD basis
Fe 0.473 -0.378 0.211
Cl 0.414 -0.092 -2.295
C 0.453 1.537 -1.646
C 0.557 1.574 -0.270
C 0.606 2.844 0.287
Cl 0.771 3.079 1.985
C 0.538 3.988 -0.526
Cl 0.597 5.568 0.179
C 0.426 3.884 -1.912
Cl 0.348 5.293 -2.911
C 0.382 2.625 -2.494
Cl 0.254 2.403 -4.197
Se 3.575 -2.680 3.312
Sb 2.833 -0.485 2.750
Se 0.317 -0.361 2.467
Se 2.780 -0.382 0.168
Se 3.908 1.435 3.676
Cl -4.689 -0.452 1.956
C -4.013 -0.700 0.390
Cl -4.617 -2.021 -0.523
Cl -4.856 1.345 -0.903
C -2.631 -0.450 0.275
N -1.512 -0.207 0.158
Cl 2.279 -5.416 0.241
C 0.653 -4.870 0.273
Cl -0.167 -5.555 -2.066
Cl -0.440 -5.684 1.315
C 0.466 -3.485 0.125
N 0.295 -2.356 -0.026
```

# 5
Here is one molecule with the formula C4H9NO from the Open Molecules 2025 dataset. Energies are from the ωB97M-V functional and the def2-TZVPD basis.

Computed properties:
gap between HOMO and LUMO = 0.366 Ha
energy above the lowest of the compared OMol25 structures with the same formula, charge and spin = 1.934 eV
HOMO = -8.81 eV
LUMO = 0.0420 hartree
DFT total energy = -7830.386 eV
SMILES string = CN1CC[C@H]1O

```
15
C4H9NO | the Open Molecules 2025 dataset | the ωB97M-V functional and the def2-TZVPD basis
C 1.105 0.519 1.422
N 0.426 -0.320 0.455
C 0.762 -0.093 -0.958
C -0.732 0.018 -1.301
C -1.005 -0.111 0.211
O -1.860 -1.157 0.569
H 1.298 1.536 1.032
H 2.070 0.086 1.711
H 0.496 0.615 2.326
H 1.324 0.835 -1.131
H 1.310 -0.924 -1.418
H -1.062 0.943 -1.774
H -1.128 -0.816 -1.887
H -1.389 0.773 0.738
H -1.614 -1.904 0.005
```

# 6
Here is a 13-piece molecular cluster, H26O13 overall at a distorted geometry from the Open Molecules 2025 dataset. Energies are from the ωB97M-V functional and the def2-TZVPD basis.

Computed properties:
gap between HOMO and LUMO = 0.348 Ha
energy above the lowest of the compared OMol25 structures with the same formula, charge and spin = 5.929 eV
HOMO = -9.85 eV
LUMO = -0.0143 hartree
DFT total energy = -27036.018 eV

```
39
H26O13 | the Open Molecules 2025 dataset | the ωB97M-V functional and the def2-TZVPD basis
H -0.620 0.126 0.235
H 0.612 -0.717 0.150
H -2.932 2.407 -1.372
H -2.844 3.859 -0.956
H 3.557 0.703 -1.695
H 2.389 -0.356 -1.923
H 2.372 -0.438 0.499
H 2.377 1.018 1.226
H 1.596 4.741 2.377
H 0.696 4.118 1.447
H 5.882 -2.717 -0.366
H 4.409 -2.368 -0.771
H 0.683 2.929 -1.823
H 2.016 2.494 -2.360
H 0.008 1.757 -0.364
H 0.905 2.584 0.437
H -2.326 -3.413 -2.711
H -1.234 -4.446 -2.430
H -2.705 0.142 -0.053
H -3.233 -1.212 0.749
H -4.673 -0.357 0.742
H -5.619 0.550 1.480
H -1.158 -4.478 -0.370
H -0.731 -3.143 0.170
H -0.247 -2.441 3.182
H 1.059 -1.818 3.291
O 0.011 -0.247 0.838
O -2.535 3.264 -1.571
O 2.866 0.239 -1.327
O 2.291 0.005 1.313
O 1.026 3.965 2.306
O 4.972 -2.399 -0.038
O 1.529 3.334 -2.206
O 0.012 2.543 0.239
O -1.460 -3.506 -2.350
O -3.192 -0.673 -0.100
O -5.537 -0.275 0.976
O -0.505 -4.070 0.316
O 0.281 -1.705 2.812
```

# 7
Here is C30H61ClN3O6S2 as an isolated structure at a distorted geometry from the Open Molecules 2025 dataset. Energies are from the ωB97M-V functional and the def2-TZVPD basis.

Computed properties:
gap between HOMO and LUMO (spin up / spin down) = 0.298 / 0.299 Ha
spin multiplicity = 3
total charge = -1
HOMO (spin up / spin down) = -5.95 / -6.24 eV
LUMO (spin up / spin down) = 0.0793 / 0.0699 hartree
DFT total energy = -83046.754 eV

```
103
C30H61ClN3O6S2 | the Open Molecules 2025 dataset | the ωB97M-V functional and the def2-TZVPD basis
C 6.394 -1.607 0.104
C 6.359 -0.121 -0.222
C 5.625 0.200 -1.528
C 5.461 1.716 -1.753
C 4.046 2.267 -1.522
C 3.714 2.671 -0.085
C 3.262 1.568 0.885
C 2.362 0.487 0.297
C 2.165 -0.664 1.300
S 0.500 -1.337 1.402
O 0.652 -2.771 1.478
O -0.095 -0.707 2.561
N -0.368 -0.885 0.134
S 0.084 -1.419 -1.309
O -0.978 -2.182 -1.922
O 1.403 -2.012 -1.359
C 0.144 0.088 -2.279
C -1.159 0.880 -2.143
C -1.103 1.936 -1.061
Cl 0.124 3.212 -1.423
H 7.002 -2.136 -0.628
H 6.882 -1.758 1.069
H 5.397 -2.034 0.167
H 5.867 0.421 0.588
H 7.372 0.282 -0.289
H 6.258 -0.191 -2.329
H 4.670 -0.319 -1.562
H 6.185 2.255 -1.140
H 5.713 1.926 -2.794
H 3.947 3.166 -2.135
H 3.329 1.555 -1.930
H 4.622 3.119 0.331
H 2.972 3.470 -0.084
H 4.103 1.087 1.385
H 2.685 2.055 1.676
H 1.385 0.890 0.039
H 2.796 0.055 -0.600
H 2.368 -0.287 2.300
H 2.833 -1.494 1.090
H 0.285 -0.276 -3.294
H 1.017 0.663 -1.984
H -1.400 1.348 -3.095
H -1.949 0.187 -1.855
H -2.048 2.467 -0.983
H -0.862 1.509 -0.093
C -4.402 9.027 0.797
C -4.954 7.697 0.212
C -4.997 6.581 1.272
C -3.681 5.844 1.525
C -3.025 5.432 0.211
C -2.832 6.617 -0.731
N -4.151 7.282 -0.979
O -4.860 6.610 -1.818
C -1.798 7.582 -0.128
C -2.247 6.143 -2.053
C -6.390 7.984 -0.214
H -3.430 9.295 0.397
H -5.059 9.859 0.544
H -4.317 8.988 1.884
H -5.737 5.839 0.957
H -5.371 7.007 2.205
H -3.002 6.459 2.122
H -3.882 4.954 2.123
H -2.054 4.968 0.396
H -3.645 4.676 -0.281
H -1.665 8.457 -0.767
H -0.839 7.069 -0.058
H -2.044 7.924 0.874
H -2.842 5.355 -2.508
H -1.251 5.742 -1.877
H -2.164 6.964 -2.769
H -6.419 8.699 -1.037
H -6.922 8.412 0.636
H -6.915 7.084 -0.526
C -2.148 -8.623 1.637
C -0.744 -8.944 1.053
C 0.364 -8.769 2.107
C 0.856 -7.337 2.331
C 1.139 -6.641 1.003
C -0.066 -6.678 0.069
N -0.483 -8.103 -0.153
O 0.300 -8.702 -0.984
C -1.188 -5.821 0.667
C 0.285 -6.037 -1.267
C -0.774 -10.416 0.657
H -2.581 -7.720 1.220
H -2.852 -9.422 1.401
H -2.121 -8.511 2.721
H 1.225 -9.372 1.800
H 0.014 -9.195 3.050
H 0.133 -6.766 2.918
H 1.770 -7.366 2.928
H 1.417 -5.599 1.170
H 1.992 -7.125 0.515
H -2.079 -5.841 0.036
H -0.846 -4.787 0.722
H -1.476 -6.102 1.678
H 1.160 -6.496 -1.724
H 0.498 -4.979 -1.112
H -0.549 -6.115 -1.966
H -1.476 -10.587 -0.161
H -1.100 -10.999 1.520
H 0.204 -10.780 0.348
```

# 8
Here is C36H37NOOsP2 as an isolated structure at a distorted geometry from the Open Molecules 2025 dataset. Energies are from the ωB97M-V functional and the def2-TZVPD basis.

Computed properties:
gap between HOMO and LUMO (spin up / spin down) = 0.288 / 0.127 Ha
energy above the lowest of the compared OMol25 structures with the same formula, charge and spin = 0.000 eV
spin multiplicity = 5
total charge = +2
HOMO (spin up / spin down) = -13.75 / -13.95 eV
LUMO (spin up / spin down) = -0.2175 / -0.3857 hartree
DFT total energy = -62494.496 eV

```
78
C36H37NOOsP2 | the Open Molecules 2025 dataset | the ωB97M-V functional and the def2-TZVPD basis
Os 0.199 -0.041 3.068
C -1.898 0.840 -4.378
C -1.914 -0.426 -3.957
C -1.058 -1.565 -4.438
C 0.289 -1.184 -5.097
C 1.205 -0.350 -4.246
C 1.229 0.984 -4.140
C 0.361 1.982 -4.849
C -0.989 1.464 -5.403
C 1.845 0.449 4.217
H -2.663 1.530 -3.997
H -2.691 -0.734 -3.247
H -1.621 -2.173 -5.169
H -0.860 -2.234 -3.584
H 0.811 -2.129 -5.315
H 0.091 -0.718 -6.067
H 1.972 -0.932 -3.722
H 2.019 1.450 -3.544
H 0.915 2.423 -5.696
H 0.160 2.818 -4.159
H -1.515 2.339 -5.817
H -0.799 0.796 -6.248
H 1.429 1.380 4.653
H 2.812 0.590 3.699
H 1.946 -0.326 4.992
P -1.407 -0.512 1.574
P 1.574 0.056 1.408
C -0.563 -0.721 -0.041
C 0.783 -0.594 -0.094
C -2.417 -2.033 1.698
C -2.765 -2.753 0.551
C -3.519 -3.922 0.655
C -3.925 -4.381 1.909
C -3.574 -3.661 3.058
C -2.805 -2.498 2.954
C -2.661 0.791 1.184
C -2.231 2.115 1.104
C -3.152 3.118 0.785
C -4.488 2.785 0.537
C -4.902 1.450 0.564
C -3.986 0.449 0.892
C 3.067 -1.008 1.572
C 2.919 -2.285 2.112
C 4.052 -3.081 2.295
C 5.313 -2.581 1.951
C 5.455 -1.293 1.421
C 4.324 -0.494 1.240
C 2.179 1.732 0.982
C 2.342 2.723 1.947
C 2.857 3.971 1.578
C 3.110 4.229 0.221
C 2.878 3.255 -0.754
C 2.403 1.999 -0.377
H -1.222 -0.908 -0.890
H 1.429 -0.821 -0.948
H -2.447 -2.413 -0.426
H -3.797 -4.462 -0.254
H -4.525 -5.294 1.985
H -3.914 -4.004 4.032
H -2.487 -1.943 3.833
H -1.177 2.327 1.285
H -2.817 4.150 0.726
H -5.210 3.571 0.314
H -5.932 1.174 0.324
H -4.281 -0.599 0.898
H 1.919 -2.612 2.404
H 3.941 -4.087 2.697
H 6.197 -3.200 2.101
H 6.435 -0.900 1.139
H 4.397 0.519 0.848
H 2.068 2.520 2.982
H 3.066 4.711 2.344
H 3.502 5.204 -0.069
H 3.085 3.446 -1.816
H 2.192 1.220 -1.108
O -0.687 -0.136 6.882
C -0.799 -0.216 5.706
N -1.074 -0.338 4.529
```